7
Properties=species:S:1:pos:R:3 method="wB97M-V/def2-TZVPD" de_lowest_kj_mol=90.2 fmax_ev_per_a=3.95 e_lumo_ev=3.6708 homo_lumo_gap_ev=9.10 total_charge=-1 e_homo_ev=-5.43
C 1.519 -1.077 -0.502
O 1.009 -0.010 -0.790
O 0.078 0.522 1.463
O -0.730 2.128 -0.308
F 0.637 -1.867 0.235
P -0.411 0.752 0.123
Cl -2.103 -0.447 -0.220


9
Properties=species:S:1:pos:R:3 method="wB97M-V/def2-TZVPD" de_lowest_kj_mol=185.3 fmax_ev_per_a=4.12 e_lumo_ev="0.6982 / -2.0554" homo_lumo_gap_ev="7.54 / 7.76" s_squared=2.013 spin_multiplicity=3 e_homo_ev="-6.85 / -9.81"
C -0.769 -0.958 0.047
C -0.718 1.672 -0.426
C 0.521 -0.366 0.068
C 0.456 1.080 -0.320
S -1.992 0.030 0.205
H -0.620 -1.900 -0.400
H 1.332 -1.189 0.079
H 0.341 -0.067 1.060
H 1.449 1.698 -0.313


23
Properties=species:S:1:pos:R:3 method="wB97M-V/def2-TZVPD" de_lowest_kj_mol=150.8 fmax_ev_per_a=2.76 e_lumo_ev=-3.0571 homo_lumo_gap_ev=12.28 total_charge=+1 e_homo_ev=-15.34
C -0.168 -2.345 -1.266
C 0.082 -1.822 0.176
N -0.350 -0.362 0.315
C -0.457 0.577 -0.868
C 0.912 0.625 -1.665
H 0.196 -3.373 -1.360
H 0.253 -1.688 -2.024
H -1.270 -2.373 -1.396
H -0.806 -2.268 0.652
H 1.122 -2.017 0.469
H 0.374 0.162 0.795
H -1.239 -0.324 0.788
H -0.860 1.503 -0.468
H -1.219 0.268 -1.567
H 1.462 1.470 -1.258
H 1.526 -0.252 -1.575
H 0.584 0.768 -2.717
H 2.408 1.773 2.804
H 1.041 2.145 2.309
O 1.851 1.712 2.018
H -2.481 1.702 2.290
H -1.335 2.522 1.695
O -1.623 1.598 1.855


18
Properties=species:S:1:pos:R:3 method="wB97M-V/def2-TZVPD" de_lowest_kj_mol=161.1 fmax_ev_per_a=4.15 e_lumo_ev="-0.7571 / -0.7568" homo_lumo_gap_ev="6.72 / 6.72" e_homo_ev="-7.48 / -7.48"
C -0.397 0.629 0.761
C 0.976 -0.161 -1.498
C 0.167 0.910 -0.670
C -2.363 -2.128 0.346
N 0.291 0.594 3.316
N -1.812 -0.999 2.589
P 1.132 0.471 1.786
P -1.395 -0.887 1.006
P -1.182 -0.070 3.711
H 1.327 0.271 -2.503
H 0.366 -0.986 -1.623
H 1.717 -0.416 -0.864
H 0.877 1.765 -0.614
H -0.716 1.231 -1.238
H -2.769 -2.031 -0.672
H -2.755 -2.813 1.174
H 1.001 0.577 4.029
H 1.514 1.950 1.717